Entry from OMol25: 3 unconnected molecules or ions with the total composition C5H17NO2 at a distorted geometry (ωB97M-V with the def2-TZVPD basis set).

LUMO level: 0.816 eV
Charge: 0
SMILES string: CC(C)CCN.O.O
Frontier orbital gap: 10.2141 eV
Energy relative to the best compared isomer or geometry (same formula, charge and spin): 180.4 kJ/mol
Molar mass: 123.20 g/mol
Highest occupied orbital energy: -9.4 eV

Each atom is followed by the atoms it is bonded to, with distances in Å.
Element x y z (Å)
1 H 0.9336 -2.4675 0.6613  C3 1.114
2 H 2.1062 -0.8978 -0.9031  C12 1.051
3 C -0.1076 -2.1286 0.8662  H1 1.114, H19 1.099, H22 1.085, C25 1.519
4 H -0.2795 2.2450 -0.6559  O24 0.940
5 H 2.2069 1.1833 -2.0336  N9 1.024
6 C -1.3957 0.0636 1.1235  H10 1.094, H15 1.064, H18 1.104, C25 1.557
7 H -1.5354 2.4230 0.4125  O24 0.950
8 H 2.3166 2.0132 -0.4788  N9 1.053
9 N 1.9457 1.2055 -1.0433  H5 1.024, H8 1.053, C12 1.453
10 H -0.9232 0.7515 1.8308  C6 1.094
11 H 0.7574 1.0952 0.8778  C21 1.091
12 C 2.1837 -0.0293 -0.3161  H2 1.051, N9 1.453, C21 1.543, H23 1.093
13 H -2.2505 -0.9337 -2.8633  O14 0.981
14 O -2.6429 -0.2257 -2.3086  H13 0.981, H17 0.979
15 H -1.7895 0.6406 0.3213  C6 1.064
16 H -0.5603 -0.6300 -0.7482  C25 1.128
17 H -2.1620 -0.3935 -1.4730  O14 0.979
18 H -2.1414 -0.4221 1.7768  C6 1.104
19 H -0.2455 -2.0946 1.9555  C3 1.099
20 H 1.5108 -0.3188 1.6889  C21 1.111
21 C 1.0656 0.0579 0.7430  H11 1.091, C12 1.543, H20 1.111, C25 1.614
22 H -0.7064 -2.9070 0.4041  C3 1.085
23 H 3.1217 -0.1238 0.2360  C12 1.093
24 O -1.1138 2.6081 -0.4189  H4 0.940, H7 0.950
25 C -0.2944 -0.7144 0.3452  C3 1.519, C6 1.557, H16 1.128, C21 1.614